[1]
Computed, not measured: a 2-piece molecular cluster, C4H10S overall at a distorted geometry, with ωB97M-V/def2-TZVPD.

Output
- energy above the lowest of the compared OMol25 structures with the same formula, charge and spin (kJ/mol) = 255.4
- spin multiplicity = 1
- E_HOMO (eV) = -8.462

Geometry (Å):
1 C 3.53 -1.90 2.07
2 C 3.41 -0.85 1.26
3 H 4.11 -2.80 1.90
4 H 3.14 -1.85 3.11
5 H 3.61 0.16 1.61
6 H 3.16 -1.10 0.22
7 C -1.07 0.39 -1.00
8 S -2.41 1.01 0.10
9 C -3.67 1.42 -1.18
10 H -1.30 -0.09 -1.98
11 H -0.38 -0.27 -0.48
12 H -0.49 1.31 -1.17
13 H -3.20 1.16 -2.14
14 H -4.63 0.92 -1.07
15 H -3.81 2.50 -1.24



[2]
Computed, not measured: an isolated molecule of C3H4O2S2 at a distorted geometry, with ωB97M-V/def2-TZVPD.

Output
- energy above the lowest of the compared OMol25 structures with the same formula, charge and spin (kJ/mol) = 244.2
- spin multiplicity = 1
- E_HOMO (eV) = -9.848

Geometry (Å):
1 C -1.39 0.39 -1.20
2 C -0.14 0.25 -0.25
3 C -0.25 -0.91 0.60
4 H -0.40 1.78 -1.90
5 H -2.24 0.56 -0.52
6 H -1.86 -0.66 -1.68
7 H 0.77 -2.09 2.14
8 O -1.48 1.41 -2.17
9 O -1.31 -1.57 0.56
10 S 1.03 1.32 -0.17
11 S 1.26 -1.12 1.42



[3]
Computed, not measured: a 9-piece molecular cluster, C25H45F3N4O21S2 overall at a distorted geometry, with ωB97M-V/def2-TZVPD.

Output
- energy above the lowest of the compared OMol25 structures with the same formula, charge and spin (kJ/mol) = 468.4
- spin multiplicity = 1
- E_HOMO (eV) = -9.260

Geometry (Å):
1 C 12.99 -26.18 -17.74
2 C 13.38 -26.27 -16.25
3 O 13.07 -27.33 -15.62
4 N 13.92 -25.23 -15.64
5 C 14.05 -25.13 -14.20
6 H 12.09 -25.57 -17.89
7 H 12.85 -27.09 -18.32
8 H 13.71 -25.64 -18.37
9 H 14.24 -24.50 -16.25
10 H 14.05 -24.07 -13.96
11 H 15.05 -25.51 -13.96
12 H 13.33 -25.65 -13.57
13 C 17.17 -18.70 -8.67
14 C 17.29 -19.95 -9.47
15 O 16.84 -20.02 -10.62
16 N 18.00 -20.89 -8.81
17 C 18.05 -22.24 -9.41
18 H 16.96 -17.81 -9.26
19 H 18.01 -18.59 -7.98
20 H 16.40 -18.88 -7.91
21 H 18.64 -20.60 -8.08
22 H 18.40 -22.09 -10.43
23 H 17.01 -22.55 -9.38
24 H 18.61 -23.06 -8.97
25 C 20.70 -29.84 -9.74
26 C 21.76 -29.41 -10.71
27 O 21.73 -28.30 -11.18
28 N 22.72 -30.29 -10.97
29 C 24.02 -30.09 -11.57
30 H 20.17 -30.69 -10.17
31 H 19.98 -29.06 -9.50
32 H 21.23 -30.17 -8.85
33 H 22.66 -31.19 -10.51
34 H 23.78 -29.58 -12.50
35 H 24.55 -31.01 -11.82
36 H 24.60 -29.44 -10.92
37 C 14.70 -12.56 -9.49
38 C 15.09 -13.11 -10.89
39 O 14.38 -13.96 -11.43
40 N 16.23 -12.80 -11.46
41 C 16.73 -13.38 -12.65
42 H 14.33 -13.29 -8.78
43 H 13.84 -11.95 -9.75
44 H 15.52 -11.93 -9.12
45 H 16.83 -12.11 -11.02
46 H 17.71 -13.00 -12.95
47 H 16.01 -13.43 -13.46
48 H 16.96 -14.42 -12.41
49 C 10.94 -19.19 -9.51
50 C 10.31 -19.67 -10.69
51 O 9.04 -20.09 -10.27
52 C 8.73 -19.67 -9.10
53 O 7.60 -19.76 -8.54
54 O 9.82 -18.97 -8.62
55 F 11.08 -20.66 -11.16
56 H 11.56 -18.32 -9.74
57 H 11.55 -19.88 -8.93
58 H 10.33 -18.85 -11.42
59 C 20.65 -22.40 -0.08
60 C 20.65 -20.89 0.03
61 O 20.54 -20.53 -1.30
62 C 20.60 -21.62 -2.15
63 O 20.78 -21.54 -3.36
64 O 20.69 -22.73 -1.41
65 F 21.77 -20.48 0.52
66 H 19.77 -22.82 0.41
67 H 21.55 -22.81 0.39
68 H 19.85 -20.50 0.64
69 C 23.71 -21.24 -9.21
70 C 24.18 -22.15 -8.14
71 O 25.47 -22.49 -8.58
72 C 25.57 -22.31 -9.92
73 O 26.53 -22.62 -10.63
74 O 24.40 -21.69 -10.28
75 F 23.43 -23.27 -8.11
76 H 23.88 -20.17 -9.04
77 H 22.66 -21.27 -9.48
78 H 24.13 -21.70 -7.15
79 C 15.10 -16.50 -0.72
80 C 14.77 -16.83 -2.12
81 O 15.72 -16.19 -2.90
82 S 16.30 -14.82 -2.19
83 O 15.79 -13.62 -2.82
84 O 17.79 -14.95 -2.10
85 O 15.40 -15.12 -0.77
86 H 16.01 -17.04 -0.42
87 H 14.45 -16.95 0.03
88 H 13.78 -16.51 -2.45
89 H 14.96 -17.91 -2.18
90 C 11.24 -29.60 -7.79
91 C 11.24 -28.97 -9.22
92 O 12.45 -28.25 -9.28
93 S 12.71 -27.51 -7.85
94 O 11.92 -26.32 -7.81
95 O 14.16 -27.37 -7.61
96 O 12.04 -28.79 -6.93
97 H 11.65 -30.61 -7.74
98 H 10.22 -29.54 -7.40
99 H 10.49 -28.22 -9.44
100 H 11.34 -29.68 -10.05



[4]
Computed, not measured: an isolated molecule of C4H8N2O, with ωB97M-V/def2-TZVPD.

Output
- energy above the lowest of the compared OMol25 structures with the same formula, charge and spin (kJ/mol) = 350.3
- spin multiplicity = 1
- E_HOMO (eV) = -9.465

Geometry (Å):
1 C -1.95 -0.50 -0.03
2 C -0.69 0.08 -0.65
3 N -0.43 1.47 -0.13
4 C 0.72 0.97 0.69
5 C 0.63 -0.34 -0.04
6 N 1.42 -1.28 -0.32
7 O 2.62 -1.13 0.38
8 H -2.82 0.06 -0.38
9 H -1.91 -0.42 1.06
10 H -2.07 -1.56 -0.29
11 H -0.72 0.00 -1.75
12 H -0.07 2.05 -0.89
13 H 0.45 0.92 1.75
14 H 1.67 1.51 0.60
15 H 3.17 -1.83 0.00